1.
15
Properties=species:S:1:pos:R:3:forces:R:3 method="wB97M-V/def2-TZVPD" gap_ha=0.3429 e_above_lowest_kj_mol=104.3 mol_weight_da=172.12 homo_ev=-8.7802 smiles="NP(N)(=S)OC(=O)CF"
H 2.394 2.065 -1.187 0.10 -0.58 3.05
H -2.879 0.615 0.859 0.32 -1.30 -1.89
H 3.120 1.237 0.470 -0.86 -0.08 -1.30
P -1.056 -0.605 0.528 -0.52 0.48 0.51
F 1.648 2.463 0.775 -1.28 1.11 0.64
N -2.511 0.091 -0.001 -0.70 -0.30 0.47
S -1.235 -0.681 2.492 0.85 -0.14 -1.25
H 0.321 -2.171 -0.678 -0.86 0.82 0.35
N -0.646 -1.901 -0.426 -0.99 -1.62 -0.30
O 0.076 0.514 0.000 -0.19 -0.72 -0.09
H -3.244 -0.470 -0.527 1.54 1.06 1.01
O 1.805 -0.439 -1.244 -1.32 0.88 0.76
C 2.185 1.592 -0.061 1.93 -0.37 -3.60
H -1.289 -2.739 -0.450 1.06 1.54 0.33
C 1.314 0.429 -0.551 0.90 -0.81 1.30

=====

2.
73
Properties=species:S:1:pos:R:3:forces:R:3 method="wB97M-V/def2-TZVPD" gap_ha="0.1559 / 0.2783" s2=0.7650 mol_weight_da=688.71 homo_ev="-3.9433 / -7.2726" spin_multiplicity=2
N -5.229 2.515 0.559 0.06 0.02 -0.02
H -4.480 0.977 -2.942 0.00 0.00 0.00
H 0.950 -8.003 -0.711 -0.01 0.00 0.00
H 0.861 4.271 -0.078 0.00 0.00 0.00
H -6.353 3.685 -0.783 0.02 0.02 0.01
H -0.903 3.411 2.775 0.00 0.01 0.00
N -5.801 1.398 -1.377 0.00 0.00 0.01
H 1.670 -4.282 -0.723 0.01 -0.01 0.00
C 1.104 2.692 3.214 0.02 0.07 0.03
C 6.261 0.479 0.708 0.01 0.01 -0.01
H 1.907 -0.622 2.858 0.01 0.01 0.01
H -0.880 2.492 -0.522 0.00 0.00 0.00
O 2.624 -1.723 0.316 -0.12 0.02 -0.05
H 6.560 0.783 1.704 0.01 0.00 0.00
C -0.231 2.561 2.773 -0.01 -0.07 -0.01
C -1.048 -6.268 -0.541 0.02 0.06 0.00
H -4.089 1.671 2.098 0.00 0.00 0.01
C 5.488 -0.283 -1.847 0.01 -0.02 -0.02
H 7.304 0.624 -2.515 0.00 0.00 0.00
C 2.452 2.914 -0.615 -0.01 -0.04 -0.01
H -4.963 3.161 2.507 0.00 0.00 0.00
N 0.110 0.258 2.292 0.06 0.08 -0.17
C 0.305 -5.954 -0.602 -0.02 -0.06 -0.02
N 2.094 -0.436 -1.725 0.14 -0.18 0.08
O -0.387 -0.931 1.843 0.03 -0.08 -0.19
H 2.085 -6.843 -1.410 0.00 0.00 0.01
C -4.857 1.644 -0.428 -0.03 0.04 0.03
C 1.376 -7.007 -0.598 0.02 0.01 0.00
H -6.776 3.901 0.925 -0.01 0.01 -0.01
H 2.885 1.519 3.674 0.00 0.01 0.00
C -2.007 -5.266 -0.542 -0.01 -0.03 0.00
H -5.394 -0.423 -2.373 0.00 0.00 0.00
C 7.081 0.779 -0.382 -0.03 -0.01 0.00
Ca 0.352 -1.238 -0.212 -0.69 0.02 0.54
Br -2.749 -2.486 -0.610 0.04 -0.02 0.00
H -7.785 2.076 -1.670 -0.01 0.00 0.00
H -5.276 4.591 0.281 0.00 0.00 0.01
H 8.653 1.464 0.719 0.00 0.00 0.00
C 1.378 0.319 2.839 0.03 0.00 -0.01
C 1.880 1.507 3.272 -0.04 -0.06 -0.02
C -5.448 0.652 -2.571 0.00 0.00 0.00
C -4.387 2.651 1.736 0.00 0.00 -0.01
C -7.220 1.374 -1.052 -0.01 -0.02 -0.01
C 1.833 0.836 -1.258 0.22 0.13 -0.11
C 5.068 -0.194 0.523 -0.02 0.02 0.03
H -3.481 3.228 1.522 0.00 0.00 0.00
H -1.718 1.194 1.969 0.01 0.01 0.01
C -0.716 1.365 2.334 0.00 0.02 0.00
N 2.820 1.709 -1.036 -0.12 0.17 0.02
H 1.938 -6.983 0.336 0.00 0.00 0.00
H -7.612 0.370 -1.230 0.01 0.00 -0.01
N 8.255 1.500 -0.205 0.00 -0.01 0.00
H 3.258 3.614 -0.419 0.01 0.00 0.00
N -0.279 -3.635 -0.652 0.20 0.10 0.00
C 0.180 2.316 -0.669 0.03 0.07 0.01
C -5.955 3.735 0.225 -0.02 0.00 0.02
H -3.063 -5.487 -0.498 0.00 0.01 0.00
H 8.944 1.395 -0.931 0.00 0.00 0.00
C 1.131 3.288 -0.429 -0.02 -0.03 -0.02
N 0.520 1.092 -1.076 0.05 -0.18 0.17
H 4.421 -0.413 1.361 0.00 0.00 0.00
O 3.363 -2.526 -1.877 0.05 0.01 -0.04
C -1.558 -3.962 -0.598 -0.03 0.00 -0.01
H 5.174 -0.581 -2.839 0.00 -0.01 0.00
C 0.636 -4.608 -0.661 -0.03 0.00 0.00
H -1.358 -7.305 -0.496 0.00 0.00 0.00
C 4.686 -0.575 -0.752 -0.02 -0.07 -0.01
S -3.348 0.929 -0.458 0.01 -0.04 -0.05
H -6.211 0.838 -3.327 0.00 0.00 0.00
C 6.678 0.389 -1.663 0.01 0.01 0.01
H -7.372 1.620 -0.005 -0.01 -0.01 -0.01
S 3.156 -1.385 -1.023 0.18 0.07 -0.18
H 1.489 3.634 3.573 0.00 0.00 0.00

=====

3.
14
Properties=species:S:1:pos:R:3:forces:R:3 method="wB97M-V/def2-TZVPD" gap_ha=0.3235 charge=+1 e_above_lowest_kj_mol=532.3 mol_weight_da=82.13 homo_ev=-13.2468
H 2.725 -0.743 -1.101 -0.31 0.79 2.07
C -1.722 0.319 0.034 3.14 3.26 -0.96
H 1.009 1.938 -0.615 -0.31 -0.70 0.64
H 3.028 0.420 0.444 -0.17 -0.25 -0.51
C -2.750 -0.634 0.005 2.69 -1.97 -2.36
H 0.781 1.330 1.100 0.27 0.32 -0.13
C 2.411 -0.385 0.001 1.24 -2.29 -0.76
C 1.004 -0.236 -0.208 0.82 -0.65 -0.17
N -0.829 1.075 -0.065 -4.79 -2.16 0.43
H -3.041 -0.850 -1.009 -0.47 0.58 -0.65
C 0.575 1.132 0.037 1.06 1.18 -0.03
H -2.233 -1.587 0.192 -0.12 0.04 0.79
H -3.508 -0.408 0.611 -3.10 0.58 2.50
H 2.551 -1.373 0.576 0.04 1.27 -0.87

=====

4.
129
Properties=species:S:1:pos:R:3:forces:R:3 method="wB97M-V/def2-TZVPD" gap_ha="0.1599 / 0.1600" charge=+1 s2=0.7539 e_above_lowest_kj_mol=1020.5 mol_weight_da=1101.89 homo_ev="-12.0660 / -12.0660" spin_multiplicity=2
H -8.103 3.094 -2.567 0.96 0.55 -0.37
C -4.768 3.267 -2.005 -0.25 1.13 0.54
C -3.531 -3.391 6.154 0.27 0.07 -1.05
H -7.877 7.358 5.712 0.63 0.07 0.21
S -2.739 -9.893 -2.563 -1.73 0.65 -1.92
H -3.136 -8.470 -0.013 0.16 0.30 0.33
C 8.906 1.705 2.275 -0.42 0.09 0.40
O -2.198 -10.673 -1.478 -0.01 0.41 -0.92
C 1.559 0.287 1.599 1.05 0.04 0.84
C 8.768 4.200 0.327 -0.65 3.03 -1.44
H -4.942 -9.625 -3.530 0.02 -0.38 -0.07
H -5.305 2.344 -2.225 -0.19 0.36 -0.19
H -3.485 5.643 6.565 0.23 -0.19 -0.14
S -3.516 -6.055 6.298 0.94 -0.03 0.75
H -5.037 -10.478 -1.940 0.14 0.64 0.18
H 7.849 1.772 2.016 0.08 0.46 -0.26
H 0.856 -0.553 -9.180 0.45 -0.24 -0.34
H 3.545 5.211 -4.833 -0.44 -0.73 0.28
C -7.423 6.422 5.384 0.27 -0.87 0.65
H -2.038 -6.122 0.428 -0.19 -0.67 0.24
O 0.826 4.277 -6.159 1.09 1.32 -1.08
H 1.397 -1.942 -11.495 -0.41 -0.54 0.30
H 0.816 -1.118 -6.832 0.00 0.06 -0.60
H 4.127 5.208 -6.430 0.52 -0.71 -0.10
H -2.803 5.642 4.130 -0.17 -0.05 0.16
H -4.370 3.208 -0.992 0.07 0.07 -0.09
H 9.221 5.175 0.151 1.29 -0.44 -0.05
C -3.839 6.411 5.878 0.84 -1.31 1.58
H 2.922 9.335 -4.571 0.07 0.01 -0.05
C -7.828 3.094 -1.513 -0.39 -1.04 -0.71
C 2.312 8.431 -4.572 1.09 0.30 -0.82
O 8.132 -4.483 4.301 -2.79 0.04 -1.55
H -4.711 -8.225 6.288 0.19 0.38 0.44
O -7.066 4.167 -0.997 1.93 1.95 -2.30
O 2.126 5.591 -7.954 -0.45 -0.56 1.21
H 0.755 0.752 -0.289 -0.04 0.36 -0.70
H 1.094 -0.333 -11.769 -0.08 0.60 0.46
H -3.577 -2.972 7.159 -0.32 0.23 -0.15
C -4.526 -10.412 -2.900 1.14 0.29 1.17
C 1.736 0.835 0.178 0.37 -1.10 0.53
O 8.444 4.228 1.686 0.31 -1.31 2.97
H 7.458 -6.997 3.339 0.16 0.52 -0.24
H -4.635 -11.442 -3.239 0.65 0.28 -0.74
O -5.080 6.867 6.567 -0.58 -1.66 -0.93
C -4.960 -7.204 5.998 0.53 1.32 -0.27
O -0.431 -4.332 -7.986 1.66 3.49 -0.67
O 2.678 0.235 -0.690 -0.88 0.36 1.06
H -0.598 -0.215 -10.064 -0.71 -0.32 0.93
H -1.469 -8.593 -0.538 -0.14 -0.19 -0.62
O -5.912 4.346 6.554 -0.16 2.40 0.05
H -3.409 -1.491 5.204 -0.15 0.23 0.09
H 3.575 7.133 -5.778 0.19 -0.03 0.48
O 1.739 -3.119 -8.494 -0.75 0.02 0.41
H -6.859 6.523 4.457 0.16 0.05 0.28
C -9.105 3.139 -0.801 -0.89 -0.21 1.27
H 2.612 8.050 -6.788 -0.84 0.33 0.01
O -6.235 4.852 -3.447 -0.86 0.22 0.91
H 1.445 -0.786 1.756 -0.18 -0.03 -0.56
H 0.770 0.792 2.156 -0.46 0.03 -0.53
O -5.255 5.919 -1.372 -1.69 -2.72 -1.29
O 1.599 6.592 -5.669 -0.77 -3.02 -1.81
C 7.485 4.395 -0.494 0.17 -1.88 -0.57
H -9.602 2.175 -0.913 -0.22 0.09 0.08
O -3.042 -8.361 -2.019 1.23 -1.26 -0.04
C 6.538 -6.504 3.652 0.12 0.15 -0.85
C 5.629 -3.316 5.753 0.16 -0.41 2.10
H 9.450 1.213 1.469 0.28 0.61 -0.02
H 6.610 -2.498 7.623 -0.82 0.05 0.00
H -4.248 6.674 3.862 0.25 -0.08 -0.62
C 3.433 4.678 -5.777 -0.42 1.35 -1.39
O -2.498 -6.233 5.239 -2.03 0.62 1.81
H 2.021 1.879 0.304 -0.16 0.36 -0.56
H -7.338 2.149 -1.279 0.29 -0.03 -0.08
H 1.268 8.740 -4.538 0.08 -0.34 0.28
H -4.514 5.027 4.368 0.39 -0.27 -0.11
H -9.758 3.946 -1.133 0.08 -0.04 0.06
C -3.993 -2.394 5.028 0.62 -0.30 1.00
O 5.638 -4.547 4.997 1.65 -0.17 -1.24
H 8.870 0.993 3.100 0.67 0.53 0.47
O -2.104 -9.697 -3.865 -0.53 -0.73 2.19
S 6.767 -4.703 3.768 0.32 -0.11 3.34
O -3.081 -6.150 7.708 -0.91 0.09 -2.80
H -0.927 -1.409 -6.832 -0.02 -0.55 0.06
S 9.467 3.440 2.719 2.00 0.48 0.37
H 5.773 -6.673 2.895 -0.11 -0.11 0.27
H 7.094 3.380 -0.571 -0.86 0.09 -0.19
H 6.705 5.094 -0.193 0.46 -0.05 0.65
H -3.979 3.445 -2.735 -0.11 0.03 0.08
H 9.369 3.356 -0.013 -0.04 0.10 0.19
O -0.410 -2.192 -9.372 -0.44 -1.48 1.21
S 0.328 -3.072 -8.193 -1.52 -0.46 -0.02
S 1.862 5.206 -6.586 -0.36 0.25 2.19
O -7.027 6.098 8.028 1.97 -0.81 -2.68
C 2.579 7.573 -5.808 0.92 1.19 0.18
H 0.307 -2.382 -5.848 -0.64 -0.39 -0.09
H -1.263 -6.198 -1.110 0.27 -0.46 -0.09
C -2.160 -6.517 -0.580 -0.19 -0.71 -0.97
H -5.791 -6.738 6.527 0.12 -0.38 0.29
H 2.668 7.797 -3.760 -0.64 0.32 0.45
Cu 5.738 -2.423 -2.128 -0.11 0.02 0.13
H -8.816 3.283 0.240 -0.66 -0.02 0.28
C -2.416 -8.093 -0.739 -0.35 2.21 1.18
H 4.617 -3.289 6.157 -0.16 0.47 -0.63
H 6.305 -6.964 4.612 -0.31 0.64 0.02
H -8.274 5.767 5.200 0.28 -0.45 0.25
H -5.052 -2.139 5.069 0.05 -0.12 0.31
O 6.208 -3.915 2.684 1.06 -0.90 0.24
O 10.860 3.724 2.266 -3.45 -1.08 0.81
H -2.501 -3.720 6.017 0.21 0.44 -0.29
H -2.919 -5.900 -1.062 -0.47 -0.37 0.12
C -3.820 5.864 4.454 -1.86 1.09 0.51
H 7.550 -3.275 6.484 0.50 -0.67 0.46
H 6.549 -4.285 7.598 -0.20 0.04 -0.29
H -0.224 -1.347 -12.035 -0.16 -0.53 0.40
H -3.083 7.193 5.951 -0.66 0.53 0.20
H 7.767 4.680 -1.508 0.16 0.00 -0.04
H 2.414 0.569 2.213 0.42 -0.12 -0.12
C 0.049 -1.892 -6.787 0.96 -0.38 -0.37
H -3.770 -2.662 3.995 0.10 -0.64 0.22
C 0.605 -1.208 -11.341 1.24 0.32 -0.21
H 3.524 3.592 -5.805 -0.03 0.32 0.17
C 6.589 -3.383 6.987 0.87 0.47 -1.63
S -5.876 4.763 -2.058 1.94 -0.35 1.81
H -5.223 -7.225 4.941 0.37 0.31 -0.04
C 0.152 -0.986 -9.891 0.41 0.45 -1.46
O 9.129 3.739 4.121 0.01 -0.63 -3.30
S -6.325 5.735 6.774 -1.60 1.55 0.60
O -4.318 -4.592 6.140 0.00 -2.21 -0.31
H 5.932 -2.467 5.141 -0.49 0.01 -0.08

=====

5.
95
Properties=species:S:1:pos:R:3:forces:R:3 method="wB97M-V/def2-TZVPD" gap_ha="0.2695 / 0.2298" charge=+2 s2=2.0096 e_above_lowest_kj_mol=0.0 mol_weight_da=1062.87 homo_ev="-12.5886 / -12.9809" spin_multiplicity=3
C -4.135 -0.408 -2.813 0.03 0.02 0.04
C 5.505 -1.469 1.987 0.01 0.02 -0.05
C 4.019 2.001 -1.297 0.00 0.00 -0.03
C 3.086 -1.866 0.709 0.01 -0.07 -0.04
C -0.740 2.126 2.096 0.02 0.00 -0.03
C -1.372 3.002 -4.860 0.01 0.03 0.00
H -2.428 3.911 4.423 -0.01 0.01 0.00
Pt 0.328 -0.031 -0.286 0.15 0.40 -0.05
C 2.415 3.078 0.703 -0.01 0.00 -0.07
C -0.993 -3.928 -2.912 0.00 0.01 -0.02
C 0.037 -3.099 2.906 0.00 0.02 0.00
H 1.118 -3.117 2.854 0.00 -0.01 -0.01
H 3.417 1.769 -4.045 0.01 0.01 0.00
C -0.630 0.913 2.772 -0.01 -0.02 0.02
C -6.536 -0.318 -2.721 0.00 0.00 0.00
C 3.308 0.056 4.513 0.00 0.00 -0.02
H -2.258 1.758 5.624 0.00 0.00 0.01
H -7.481 -0.145 -3.218 -0.01 0.00 -0.01
H 1.782 3.507 1.470 0.01 0.02 0.01
C 0.080 1.966 -2.661 -0.03 -0.07 -0.12
C -2.020 -4.205 3.472 0.00 0.01 0.00
C -5.307 -0.877 -0.738 0.00 -0.01 -0.03
H -1.934 3.380 -5.701 -0.02 0.01 -0.01
C -1.108 -5.046 -2.090 -0.01 -0.02 0.02
H -0.326 2.231 1.098 -0.03 -0.01 0.03
C -2.727 -3.051 3.157 0.00 0.00 0.03
H -1.206 4.892 -3.904 0.00 0.02 0.01
H -5.377 0.093 -4.480 0.01 0.00 -0.01
C -0.328 1.135 -3.721 -0.02 0.03 0.01
C -1.700 -4.943 -0.839 -0.01 0.00 -0.02
H -0.532 -4.019 -3.886 0.00 0.00 -0.01
H -3.203 -0.288 -3.349 0.02 0.02 -0.01
C -2.069 -2.614 -1.234 -0.01 -0.03 0.08
C 0.252 4.349 -1.864 -0.07 0.02 -0.01
H -1.139 -0.157 4.575 0.02 0.02 0.01
O 0.703 1.498 -1.621 -0.07 -0.12 0.05
H 1.230 5.208 -0.397 0.00 0.00 -0.05
H -1.783 -5.813 -0.203 0.00 -0.01 0.01
C -1.022 1.643 -4.792 0.00 -0.03 0.02
C -2.179 -3.716 -0.398 0.01 -0.01 -0.03
H -1.313 0.981 -5.599 0.00 0.00 0.00
H -1.474 4.139 2.157 0.00 0.02 -0.01
H -0.068 0.087 -3.666 0.00 -0.04 0.02
C -1.190 0.787 4.047 0.01 -0.02 -0.01
H -0.083 -5.115 3.616 0.01 -0.01 0.00
C 4.191 1.625 0.028 -0.02 0.00 0.01
H -2.545 -5.079 3.834 -0.01 -0.01 0.01
H 3.378 0.514 5.490 0.01 0.01 0.01
H 4.242 -2.773 -0.831 0.00 0.00 -0.01
C -0.969 3.836 -3.856 0.01 -0.04 -0.01
C 3.402 2.164 1.035 0.01 -0.02 -0.01
H 4.658 1.581 -2.059 0.01 0.00 -0.01
H 4.965 0.911 0.272 0.03 -0.02 0.02
C 5.493 -2.055 0.759 -0.01 0.01 0.04
H 3.197 3.343 -4.848 0.01 -0.01 0.00
H -7.445 -0.753 -0.828 -0.01 0.00 0.01
C 2.213 3.422 -0.621 0.08 -0.02 0.04
H -5.275 -1.132 0.314 -0.01 0.00 0.02
C -2.056 -1.928 2.699 0.00 0.02 0.02
C 4.259 -2.265 0.124 -0.05 -0.03 0.01
H 5.391 -0.333 4.324 0.01 0.00 0.01
C 3.558 2.848 -3.952 0.02 -0.02 -0.04
H -0.255 5.305 -1.945 0.00 0.02 0.00
H 6.435 -1.323 2.521 0.01 -0.01 0.00
I 1.406 -2.539 -0.378 0.05 0.02 -0.02
H -2.614 -1.028 2.475 0.00 -0.02 -0.02
H 4.615 3.077 -3.809 -0.01 0.00 -0.01
H -2.619 -3.617 0.585 0.00 -0.01 0.00
C -5.349 -0.185 -3.436 -0.02 -0.01 0.01
C 3.029 2.915 -1.637 0.02 0.05 0.05
C -1.475 -2.701 -2.487 -0.02 0.00 0.01
C 2.063 -0.031 3.869 0.00 0.00 0.03
N 1.180 4.354 -0.938 0.00 0.11 0.15
C 3.039 -1.177 1.960 0.02 -0.01 0.00
H 6.405 -2.385 0.283 0.02 0.00 -0.01
C -4.134 -0.757 -1.468 -0.07 -0.07 0.00
C 1.899 -0.614 2.635 -0.01 0.04 -0.03
H -0.734 -6.002 -2.430 0.01 -0.01 -0.01
C -0.639 -4.227 3.348 -0.02 0.00 0.00
C -6.519 -0.661 -1.378 0.01 -0.01 0.00
O 2.775 3.365 -2.880 -0.03 -0.05 0.04
C 4.309 -1.024 2.599 -0.01 0.02 0.01
H -1.387 -1.820 -3.107 0.02 0.03 -0.04
C 4.410 -0.415 3.874 -0.01 0.01 -0.01
C -0.196 3.359 -2.765 0.02 0.01 -0.05
P 0.206 -0.475 1.959 -0.12 -0.07 0.00
C -1.383 3.202 2.691 0.01 0.00 0.01
H 1.212 0.406 4.371 -0.01 0.00 0.00
S -2.630 -1.053 -0.592 -0.11 0.05 -0.11
C -1.829 1.864 4.638 0.00 0.01 0.00
H -3.801 -3.022 3.283 -0.01 0.00 0.00
C -0.667 -1.946 2.565 -0.01 -0.02 -0.02
H 3.557 1.884 2.069 0.02 0.00 0.01
O -1.663 -0.017 -1.205 0.15 -0.12 0.13
C -1.924 3.073 3.961 0.00 0.00 -0.01

=====

6.
21
Properties=species:S:1:pos:R:3:forces:R:3 method="wB97M-V/def2-TZVPD" gap_ha="0.2430 / 0.3410" charge=+1 s2=2.0056 e_above_lowest_kj_mol=126.6 mol_weight_da=116.26 homo_ev="-9.5966 / -15.4972" spin_multiplicity=3
H -2.130 0.778 -0.624 1.02 0.11 1.51
C 0.291 -1.329 0.232 -0.57 2.70 3.54
Si -0.464 2.470 0.183 0.51 -1.43 0.29
H 0.759 0.253 1.610 -0.65 0.65 0.53
H 0.667 -2.146 -0.271 0.94 -1.50 -1.40
C 2.489 -0.828 1.597 7.26 0.06 3.35
H 3.058 -1.669 1.395 0.80 -1.57 -0.53
H -1.531 0.262 1.011 -0.09 -0.42 0.16
H 2.903 -0.213 2.417 -0.30 -0.37 -0.68
H -1.365 3.203 1.131 0.60 -0.06 -0.40
N -0.377 -0.285 -0.717 1.95 -0.12 1.28
H -0.494 -1.665 0.976 0.08 0.06 -1.42
H -1.817 -1.718 -1.652 -0.28 0.07 1.12
C -1.212 0.666 0.064 -2.10 1.20 -1.12
H 0.419 0.384 -1.033 -1.25 -2.02 -0.18
H 1.057 2.234 0.486 -1.37 0.53 -0.05
H -0.597 2.714 -1.248 0.11 0.73 -0.28
H -0.242 -1.483 -2.493 -1.96 1.36 1.39
H -1.547 -0.082 -2.440 0.65 -1.69 0.76
C -1.088 -0.947 -1.824 2.25 0.94 -4.15
C 1.221 -0.602 1.200 -7.59 0.80 -3.74